Formula: C40H60O30
Source: the Open Molecules 2025 dataset
Level of theory: ωB97M-V/def2-TZVPD

As for the SMILES: C[C@H]1COC(=O)O1.C[C@H]1COC(=O)O1.C[C@H]1COC(=O)O1.C[C@H]1COC(=O)O1.C[C@H]1COC(=O)O1.C[C@H]1COC(=O)O1.C[C@H]1COC(=O)O1.C[C@H]1COC(=O)O1.C[C@H]1COC(=O)O1.C[C@H]1COC(=O)O1. For the energy above the lowest of the compared OMol25 structures with the same formula, charge and spin, the calculation gives 34.6 kcal/mol. The strongest force on any atom comes out at 3.2 eV Å⁻¹. Its spin multiplicity is 1. As for the HOMO energy: -10.33 eV. The frontier orbital gap is 10.768 eV. The lowest unoccupied orbital energy comes out at 0.44 eV. The total energy comes out at -3817.5288 Ha.

```
130
Properties=species:S:1:pos:R:3:forces:R:3:lowdin_charge:R:1
C -1.5166 3.3152 -3.3268 -0.873 -0.223 2.358 -0.0122
C -2.3961 4.0684 -4.2410 -0.741 0.785 -0.508 -0.3284
C -3.8840 3.8727 -4.0332 -1.604 -0.100 -0.807 -0.0628
O -4.3237 5.0269 -3.2669 0.718 0.046 -0.135 0.0300
C -3.3550 5.9811 -3.3422 0.026 0.898 0.461 -0.5184
O -3.4299 7.1022 -2.8813 0.012 -2.071 -0.859 0.1354
O -2.2925 5.4810 -4.0187 0.262 1.109 0.491 0.0757
H -1.7421 2.2480 -3.3209 -0.074 0.014 -0.155 0.0884
H -1.7205 3.6866 -2.2797 0.130 -0.497 -0.902 0.1122
H -0.4824 3.4389 -3.4837 1.235 0.291 -0.519 0.0648
H -2.1674 3.9727 -5.2910 0.270 -0.459 -0.286 0.1487
H -4.1863 2.9685 -3.4857 0.218 0.337 -0.171 0.1408
H -4.4150 3.9254 -5.0323 0.429 -0.193 1.152 0.1504
C 3.2870 -5.3917 -1.0051 -0.413 0.920 -0.175 -0.0053
C 4.0771 -4.8150 0.1500 0.248 -0.492 1.679 -0.3099
C 5.5834 -4.5942 -0.1150 -1.090 1.114 -0.321 -0.0078
O 5.4645 -3.3224 -0.8711 -0.067 0.266 0.299 0.0481
C 4.3550 -2.6822 -0.4740 -1.158 1.082 1.381 -0.5251
O 3.9864 -1.5586 -0.7641 1.107 -1.881 0.289 0.1271
O 3.6768 -3.4585 0.4690 0.525 0.484 -1.739 0.0471
H 2.2150 -5.4039 -0.6950 0.775 -0.083 -0.503 0.0945
H 3.6663 -6.3865 -1.1483 -0.107 -0.679 -0.153 0.0817
H 3.4224 -4.8400 -1.9645 -0.185 -0.195 0.716 0.1060
H 3.8138 -5.4193 1.0482 0.650 0.503 -0.487 0.1554
H 5.9811 -5.2649 -0.8266 0.434 -0.944 -0.638 0.1156
H 6.2916 -4.4617 0.7212 -0.747 0.041 -0.120 0.1317
C -0.4879 3.5735 2.5072 0.311 0.546 0.645 -0.0031
C 1.0002 3.5010 2.8872 0.090 -0.243 -0.489 -0.2488
C 1.2661 2.5514 4.0990 0.216 -0.443 -2.511 -0.0651
O 2.4260 1.7767 3.6326 -0.555 1.397 -0.713 0.0174
C 2.6833 2.0770 2.2738 0.787 -2.366 1.644 -0.5547
O 3.5619 1.4678 1.7089 -0.940 1.300 0.162 0.1152
O 1.8381 2.9595 1.7958 -0.518 0.331 0.383 0.0869
H -0.9678 3.8555 3.4705 -0.073 0.175 -0.753 0.1017
H -0.9742 2.6336 2.2158 0.708 -0.055 0.055 0.0710
H -0.7013 4.3081 1.7163 0.105 -0.104 0.457 0.0959
H 1.4705 4.4957 3.0764 -0.787 -0.552 -0.089 0.1586
H 0.4168 1.8500 4.2199 0.601 0.433 0.301 0.1182
H 1.4952 3.2052 4.9204 0.228 -0.408 0.774 0.1201
C -1.3631 -4.1052 -3.1385 0.658 1.307 0.632 -0.0255
C -2.4987 -3.9368 -4.1120 -0.381 -1.978 -0.451 -0.3293
C -3.6967 -4.7794 -3.6531 -0.458 -1.921 -0.359 -0.1224
O -4.6258 -3.8611 -3.1471 -0.591 1.039 0.645 0.0598
C -4.2145 -2.5924 -3.3791 0.448 -1.363 -0.936 -0.5631
O -4.7896 -1.6083 -3.0892 -0.342 0.713 0.375 0.1761
O -3.0666 -2.6477 -4.1019 0.463 1.270 0.061 0.0735
H -0.6551 -4.9069 -3.3572 -0.277 0.014 -0.215 0.0960
H -1.6900 -4.2177 -2.0930 -0.148 -0.102 -0.351 0.0873
H -0.8215 -3.1558 -3.1460 0.428 -0.173 -0.039 0.0693
H -2.2020 -4.2220 -5.1585 -0.243 0.596 0.947 0.1656
H -3.4421 -5.4558 -2.7917 -0.131 0.334 -1.150 0.1442
H -4.2094 -5.3306 -4.4953 0.661 0.319 0.919 0.1447
C -3.8803 0.3177 4.4770 0.236 0.963 0.667 -0.0096
C -3.1061 1.2920 3.5574 -0.004 -1.198 1.606 -0.2980
C -3.7433 1.2256 2.2132 -0.234 1.085 -0.052 -0.0773
O -4.6064 2.3795 2.2899 -1.145 -0.721 -0.695 0.0689
C -4.2255 3.1914 3.2640 -0.257 2.578 -0.031 -0.5973
O -4.6286 4.3262 3.3835 0.040 -1.110 0.092 0.1287
O -3.2746 2.6643 4.0323 0.051 -1.336 -0.490 0.0865
H -3.5249 0.3742 5.5075 -0.026 0.254 0.026 0.0796
H -3.7034 -0.7175 4.1984 -0.250 -0.028 -0.435 0.0807
H -4.9650 0.6028 4.4809 0.863 -0.485 -0.158 0.1108
H -2.0464 1.1029 3.4662 0.140 -0.243 0.498 0.1050
H -4.2804 0.2719 2.0720 0.090 0.758 -0.280 0.1532
H -3.0494 1.4861 1.4379 0.292 -0.467 -0.752 0.1083
C 7.1534 -0.9091 1.1467 1.536 0.036 -0.135 -0.0138
C 6.6912 -1.3108 2.4768 -0.681 -1.051 1.513 -0.2816
C 5.1989 -1.0396 2.6809 -0.353 -0.180 0.246 -0.0598
O 4.7600 -2.2309 3.3418 -1.578 -0.245 0.606 0.0609
C 5.5842 -3.2492 3.1827 0.966 0.884 -0.939 -0.5990
O 5.3419 -4.4038 3.3611 -0.023 -0.063 0.250 0.1407
O 6.7651 -2.7631 2.7160 0.120 -0.294 -0.656 0.0643
H 6.5472 -1.2923 0.3614 -0.552 -0.198 -0.647 0.0653
H 8.1909 -1.1845 0.9741 0.103 -0.299 -0.015 0.0966
H 7.1740 0.1618 1.1443 -0.334 0.793 -0.265 0.0976
H 7.3050 -0.9204 3.2913 -0.093 0.387 -0.187 0.1575
H 4.6064 -0.9328 1.7473 0.534 0.087 0.510 0.1268
H 4.9641 -0.2326 3.3731 0.114 0.185 -0.360 0.1346
C -1.5538 -0.2829 -1.3262 -1.799 -1.595 0.129 0.0023
C -0.5669 -0.9057 -0.4013 -1.069 0.163 0.989 -0.2503
C 0.8109 -0.3532 -0.3109 2.132 -0.646 1.777 -0.0284
O 0.9096 0.1339 1.0861 -0.214 -0.174 -0.587 0.0758
C -0.1519 -0.2922 1.7640 -0.514 0.697 1.002 -0.6212
O -0.3336 -0.1148 2.9505 0.691 0.038 -0.012 0.0902
O -1.0828 -0.8514 1.0298 0.372 0.154 -2.426 0.0984
H -2.4762 -0.9257 -1.2772 0.639 0.625 -0.052 0.1055
H -1.2660 -0.3345 -2.3657 0.491 0.131 -0.226 0.0862
H -1.8796 0.6919 -1.0450 0.080 0.969 0.177 0.0687
H -0.4873 -1.9453 -0.5599 -0.071 -1.195 -0.486 0.1115
H 1.1807 0.4091 -0.9809 -0.534 0.432 -0.126 0.1379
H 1.5524 -1.1737 -0.3474 -0.376 0.449 -0.168 0.1169
C -0.2563 -3.4275 4.4681 -1.430 -0.859 0.639 -0.0307
C 0.7762 -3.2192 3.3893 0.055 -0.017 -0.894 -0.2668
C 1.6494 -4.4573 3.1802 -0.201 -0.736 -0.517 -0.0329
O 1.2923 -4.9995 1.8488 -0.238 0.980 0.508 0.0439
C 0.3553 -4.1744 1.3049 1.579 0.255 2.214 -0.6057
O -0.2367 -4.3346 0.3143 -1.012 -0.993 -2.693 0.1755
O 0.1860 -3.0870 2.0448 -0.172 0.764 1.775 0.0750
H 0.1389 -3.4359 5.5198 0.013 0.589 -1.090 0.1081
H -0.7051 -4.4427 4.4146 0.205 0.381 -0.378 0.0903
H -1.1174 -2.7371 4.3581 0.755 -0.059 0.247 0.0893
H 1.2988 -2.2871 3.5841 0.306 -0.063 -0.225 0.1480
H 1.2580 -5.2280 3.8416 0.765 -0.065 0.345 0.1243
H 2.7302 -4.2823 3.2289 -0.310 -0.217 0.011 0.1162
C 3.5899 1.8697 -3.9533 -0.022 -0.766 -0.470 -0.0104
C 3.4411 0.4326 -4.2930 -2.518 -1.788 0.189 -0.2728
C 4.4087 -0.6309 -3.7763 0.454 0.147 -0.949 -0.0740
O 3.6213 -1.8002 -3.4597 -0.212 1.206 -0.629 0.0572
C 2.3684 -1.3693 -3.2558 -1.386 0.656 1.007 -0.5500
O 1.5027 -2.0163 -2.7211 0.651 0.292 -0.781 0.1277
O 2.1732 -0.0518 -3.6297 1.375 -1.255 -0.014 0.0424
H 2.6202 2.3269 -4.0392 -0.470 0.201 0.430 0.0861
H 4.1378 2.3054 -4.7555 1.040 0.668 -0.227 0.0819
H 4.0341 1.9367 -2.9830 0.228 0.673 0.546 0.0912
H 3.2011 0.2918 -5.3596 0.432 0.046 0.230 0.1557
H 4.9494 -0.3049 -2.8962 0.046 -0.065 0.260 0.1272
H 5.0806 -0.8948 -4.5913 0.268 -0.158 0.283 0.1361
C -5.7266 7.0848 0.1219 -1.999 0.368 2.487 -0.0181
C -5.9199 5.5927 0.2183 -0.962 -1.309 -0.448 -0.2753
C -6.5488 4.8400 -1.0097 1.962 0.628 1.300 -0.0459
O -5.7822 3.6073 -0.9628 -0.424 -0.694 -0.779 0.0503
C -4.5591 3.8230 -0.4333 -1.568 2.094 0.716 -0.5841
O -3.5941 3.1423 -0.5159 0.479 -0.879 -0.325 0.1400
O -4.5926 4.9961 0.2423 0.164 -0.026 -0.203 0.0587
H -6.6478 7.7569 0.1538 0.780 -1.366 0.038 0.1135
H -5.1709 7.4150 -0.6883 1.309 0.205 -1.627 0.0447
H -5.2013 7.2594 1.0630 0.238 0.678 -0.192 0.0902
H -6.4142 5.2506 1.1762 0.414 0.610 -0.961 0.1661
H -6.2953 5.3550 -1.9179 0.256 0.232 -0.489 0.1073
H -7.6099 4.7049 -1.0073 -0.465 -0.640 0.464 0.1236
```
Positions in Å, forces in eV/Å.


Formula: C40H61N16P
Source: the Open Molecules 2025 dataset
Level of theory: ωB97M-V/def2-TZVPD

The strongest force on any atom comes out at 1.4 eV Å⁻¹. Its spin multiplicity is 1. As for the HOMO energy: -7.77 eV. The frontier orbital gap is 7.832 eV. The lowest unoccupied orbital energy comes out at 0.06 eV. The total energy comes out at -2777.9833 Ha.

```
118
Properties=species:S:1:pos:R:3:forces:R:3:lowdin_charge:R:1
C -5.1074 0.4411 3.3139 0.268 -0.023 -0.709 -0.0504
C -5.6857 0.4202 1.9177 0.069 -0.069 0.880 -0.2665
C -7.0418 0.3394 1.6904 -0.123 0.043 0.218 -0.0598
C -7.5133 0.3369 0.3955 -0.458 -0.002 0.269 -0.0867
C -6.6403 0.4124 -0.6620 -0.425 0.150 -0.450 -0.0663
C -5.2741 0.4973 -0.4625 0.382 -0.115 -0.596 -0.3018
C -4.3309 0.5933 -1.6627 -0.737 0.368 1.186 -0.3451
P -2.8525 1.7183 -1.1626 -0.190 -0.659 0.219 0.7196
C -4.8196 0.4794 0.8458 0.171 -0.004 -0.069 -0.0674
H -4.8397 1.4600 3.5865 -0.236 0.088 0.183 0.0309
H -4.1670 -0.1028 3.2586 0.069 -0.232 0.357 0.0478
H -5.7700 -0.0170 4.0401 -0.050 0.003 0.152 0.0743
H -7.7267 0.2811 2.5234 -0.099 -0.004 0.104 0.1057
H -8.5800 0.2922 0.2376 -0.120 -0.057 -0.190 0.1011
H -7.0571 0.4181 -1.6591 0.134 0.009 -0.206 0.1058
H -4.9224 1.0238 -2.4715 0.183 -0.172 -0.378 0.0678
H -4.0104 -0.4320 -1.8552 0.308 0.051 -0.517 0.0549
H -3.7234 2.6160 -0.4867 -0.099 -0.012 -0.158 0.0075
H -2.5238 2.0135 -2.5233 0.044 -0.057 0.028 -0.0240
H -2.3495 0.5869 -0.4390 0.144 0.052 -0.097 -0.0414
H -1.7351 2.4545 -0.6913 0.104 0.191 -0.097 -0.1479
H -3.7687 0.5099 1.0776 0.201 -0.022 -0.003 0.0689
C -2.4461 -2.6961 -0.4860 -0.467 -0.285 -0.146 -0.0985
C -1.2186 -1.9885 -0.7977 -0.001 0.268 0.029 -0.3069
N -0.2835 -1.3680 -1.0491 0.057 -0.126 -0.032 0.1102
H -3.1157 -2.0654 0.0972 0.122 0.105 0.052 0.0516
H -2.9651 -2.9937 -1.4056 0.323 0.094 0.359 0.0123
H -2.2480 -3.5917 0.1002 0.100 0.040 0.009 0.0801
C -3.3712 -1.7678 -4.9393 -0.008 0.227 -0.192 -0.0795
C -3.5639 -2.8112 -3.9469 -0.088 -0.042 -0.009 -0.2559
N -3.7148 -3.6373 -3.1635 -0.061 -0.060 -0.321 0.1374
H -3.8097 -2.0473 -5.8947 0.002 -0.073 0.018 0.0754
H -3.8310 -0.8334 -4.6201 -0.033 -0.054 0.109 0.0786
H -2.3137 -1.5781 -5.1055 0.025 -0.061 0.051 0.0554
C -1.1839 2.3409 2.6859 0.476 -0.304 -0.139 -0.0813
C -2.4994 2.9436 2.8131 -0.158 0.084 -0.179 -0.2777
N -3.5513 3.4050 2.8589 0.206 0.003 0.174 0.1463
H -0.3920 3.0759 2.8115 -0.125 0.140 0.033 0.0735
H -1.0251 1.5640 3.4318 -0.177 0.056 0.097 0.0665
H -1.0600 1.8889 1.7004 -0.181 0.086 -0.058 0.0626
C -1.9822 5.0363 6.6279 -0.251 0.264 0.140 -0.0497
C -1.0691 4.0418 6.0927 -0.028 -0.032 -0.034 -0.2354
N -0.3532 3.2476 5.6757 -0.024 0.028 -0.010 0.1494
H -1.6298 5.4038 7.5902 0.072 -0.068 0.004 0.0880
H -2.0726 5.8870 5.9548 0.060 -0.069 -0.095 0.0916
H -2.9758 4.6149 6.7723 0.023 -0.062 -0.032 0.0641
C 0.3585 -0.1532 -7.5172 0.418 -0.060 0.055 -0.0706
C -1.0781 -0.3624 -7.5566 -0.031 0.053 -0.010 -0.2609
N -2.2136 -0.5280 -7.5836 0.004 -0.030 0.016 0.1391
H 0.7856 -0.1536 -8.5175 -0.148 0.024 -0.073 0.0414
H 0.6068 0.8012 -7.0555 -0.151 0.044 -0.005 0.0866
H 0.8497 -0.9413 -6.9448 -0.097 -0.042 0.023 0.0576
C 0.0072 -2.5097 3.5083 0.364 0.011 0.192 -0.0722
C -1.3164 -2.2310 2.9778 -0.027 -0.139 -0.111 -0.2499
N -2.3615 -2.0613 2.5342 0.000 0.162 0.144 0.1597
H 0.6216 -3.0300 2.7760 -0.086 -0.002 -0.076 0.0812
H 0.5229 -1.5906 3.7829 -0.075 0.042 -0.023 0.0817
H -0.0509 -3.1365 4.3956 -0.077 -0.009 -0.002 0.0726
C -6.2754 3.1207 6.1329 -0.107 -0.281 -0.245 -0.0731
C -6.0103 4.2296 7.0366 -0.010 0.006 -0.018 -0.2881
N -5.8009 5.1086 7.7443 0.086 -0.018 0.001 0.1245
H -7.0594 2.4759 6.5263 -0.010 0.072 0.115 0.0833
H -6.5982 3.4830 5.1581 0.055 0.105 0.017 0.0874
H -5.3851 2.5115 5.9840 0.065 0.086 0.041 0.0721
C 2.2390 2.1740 7.4106 -0.225 0.354 0.088 -0.0853
C 3.1198 1.0603 7.1070 -0.006 0.034 -0.005 -0.2899
N 3.8211 0.1867 6.8621 0.068 -0.128 -0.033 0.1127
H 1.5621 2.3899 6.5844 0.087 -0.145 -0.022 0.0262
H 1.6331 1.9645 8.2910 0.043 -0.126 0.005 0.0830
H 2.8149 3.0761 7.6125 0.117 -0.059 -0.013 0.0833
C 5.1449 -4.8167 5.8852 0.342 -0.070 0.153 -0.0586
C 3.8330 -4.5167 5.3429 -0.113 -0.015 -0.065 -0.2660
N 2.7946 -4.2838 4.9142 -0.084 0.001 0.000 0.1389
H 5.7580 -5.3329 5.1482 -0.084 0.008 -0.052 0.0872
H 5.6484 -3.8968 6.1738 -0.033 0.071 -0.004 0.0859
H 5.0619 -5.4565 6.7627 -0.098 -0.006 -0.028 0.0830
C 0.5490 -4.3125 -5.3407 -0.276 -0.151 0.057 -0.0587
C 1.7648 -3.5751 -5.6479 0.045 0.002 0.010 -0.2708
N 2.7259 -2.9956 -5.8878 -0.042 0.104 -0.007 0.1375
H -0.1478 -3.6919 -4.7788 0.068 0.064 0.017 0.0744
H 0.0547 -4.6393 -6.2541 0.071 0.043 -0.054 0.0872
H 0.7739 -5.1931 -4.7420 0.093 0.025 0.004 0.0869
C 4.7454 -0.4472 -4.3643 -0.117 -0.403 -0.219 -0.0949
C 4.9455 0.9669 -4.0984 0.029 0.023 0.006 -0.2824
N 5.1032 2.0848 -3.8883 -0.009 0.045 0.022 0.1248
H 4.0440 -0.6061 -5.1827 -0.052 0.123 0.025 0.0491
H 5.6836 -0.9299 -4.6284 0.081 0.110 0.062 0.0571
H 4.3495 -0.9572 -3.4880 0.003 0.082 0.058 0.0823
C 4.6228 0.7251 -8.8803 0.365 0.051 0.183 -0.0567
C 3.3102 0.8570 -9.4898 -0.002 0.019 -0.053 -0.2641
N 2.2733 0.9640 -9.9700 0.018 -0.018 0.014 0.1342
H 5.3218 0.2450 -9.5626 -0.079 -0.007 -0.080 0.0873
H 5.0280 1.7025 -8.6176 -0.061 0.041 -0.052 0.0682
H 4.5713 0.1236 -7.9736 -0.113 -0.028 -0.025 0.0722
C 1.1897 -6.8729 6.8566 -0.321 0.307 0.004 -0.0745
C 2.3149 -7.7928 6.8470 0.026 -0.023 -0.026 -0.2894
N 3.2107 -8.5099 6.8323 0.039 0.036 0.007 0.1231
H 0.3175 -7.3099 6.3731 0.079 -0.127 -0.025 0.0835
H 0.9093 -6.6086 7.8751 0.094 -0.082 0.046 0.0835
H 1.4441 -5.9554 6.3261 0.086 -0.051 -0.028 0.0421
C 6.6768 5.0389 -5.6238 -0.008 0.184 0.412 -0.0804
C 6.7843 4.4684 -6.9557 0.018 -0.021 -0.019 -0.2827
N 6.8786 4.0212 -8.0081 -0.064 -0.077 -0.021 0.1220
H 6.9337 4.3059 -4.8610 -0.023 -0.115 -0.101 0.0673
H 7.3438 5.8927 -5.5132 0.043 -0.016 -0.132 0.0806
H 5.6626 5.3792 -5.4234 -0.047 -0.062 -0.116 0.0823
C 1.4505 2.4036 -1.9098 0.282 -0.279 -0.133 -0.0692
C 0.5546 3.3346 -1.2443 0.122 0.133 -0.022 -0.2964
N -0.1706 4.0542 -0.7225 0.286 0.230 0.036 0.1242
H 2.4424 2.8357 -2.0385 -0.042 0.095 0.020 0.0723
H 1.5548 1.4846 -1.3331 -0.122 0.026 0.064 0.0758
H 1.0706 2.1347 -2.8942 -0.095 0.070 0.014 0.0802
C 7.2598 -0.2424 -0.5391 -0.026 0.134 0.297 -0.0651
C 7.3773 -0.8278 -1.8649 0.030 -0.015 -0.041 -0.2663
N 7.4714 -1.2894 -2.9110 0.008 0.000 0.031 0.1451
H 7.5176 -0.9704 0.2281 0.017 -0.067 -0.071 0.0835
H 7.9262 0.6120 -0.4354 0.027 -0.009 -0.095 0.0848
H 6.2419 0.0980 -0.3567 -0.024 -0.023 -0.091 0.0822
```
Positions in Å, forces in eV/Å.